The following is a quantum chemistry calculation of a molecular structure, C3H2FO2Sm at a distorted geometry, from the Open Molecules 2025 dataset.

Its expectation value of S² is 12.0077. The value obtained for the molar mass is 239.4 g mol⁻¹. The value obtained for the relative energy (zero: lowest compared OMol25 entry of this formula, charge and spin) is 0.000 eV. As for the HOMO energy (alpha / beta): -22.72 / -26.69 eV. Its LUMO energy (alpha / beta) is -18.11 / -17.86 eV.

Structure (ORCA input):
```
! wB97M-V def2-TZVPD RIJCOSX def2/J DEFGRID3
* xyz 3 7
Sm -1.044 2.318 1.252
F 1.201 -0.615 1.155
O 0.146 1.224 -0.581
O -2.753 -1.073 0.755
C 0.946 0.325 -0.951
C -2.648 0.045 0.902
C 1.139 -0.819 -0.128
H 1.460 0.362 -1.919
H 1.552 -1.765 -0.484
*
```

***

The following is a quantum chemistry calculation of 2 unconnected molecules or ions with the total composition C5H6BrCl at a distorted geometry, from the Open Molecules 2025 dataset.

The value obtained for the molar mass is 181.5 g mol⁻¹. The value obtained for the relative energy (zero: lowest compared OMol25 entry of this formula, charge and spin) is 4.571 eV. As for the HOMO energy (alpha / beta): -8.67 / -8.62 eV. Its LUMO energy (alpha / beta) is -0.35 / -0.23 eV.

Structure (ORCA input):
```
! wB97M-V def2-TZVPD RIJCOSX def2/J DEFGRID3
* xyz 0 1
Br -1.520 1.702 0.684
Cl 0.707 -2.909 0.904
C -0.161 0.658 0.077
C -0.803 -1.568 2.635
C 0.647 0.634 -0.925
C 0.067 -1.687 1.716
C 0.561 1.382 -2.211
H 0.414 0.739 -3.015
H 1.468 -0.181 -0.916
H -1.268 -2.431 3.072
H -0.377 2.158 -2.287
H 1.384 2.092 -2.566
H -1.120 -0.588 2.833
*
```

***

The following is a quantum chemistry calculation of 7 unconnected molecules or ions with the total composition C28H24B2N5O16 at a distorted geometry, from the Open Molecules 2025 dataset.

Its expectation value of S² is 0.7589. The value obtained for the molar mass is 708.1 g mol⁻¹. As for the HOMO energy (alpha / beta): -9.53 / -9.53 eV. Its LUMO energy (alpha / beta) is -1.39 / -5.93 eV.

Structure (ORCA input):
```
! wB97M-V def2-TZVPD RIJCOSX def2/J DEFGRID3
* xyz 0 2
O 16.398 11.310 -6.071
O 19.871 8.247 -7.630
O 17.936 14.441 -6.025
O 20.129 13.676 -5.544
O 18.222 7.347 -6.421
O 21.596 14.133 -8.726
O 22.230 8.505 -7.591
O 19.439 8.916 -4.139
O 22.433 13.637 -5.771
O 15.752 14.043 -5.304
O 18.401 12.134 -6.601
O 20.881 9.427 -5.850
O 24.139 9.132 -8.648
O 22.565 11.523 -9.355
O 20.944 10.429 -8.201
O 19.510 13.893 -7.844
N 16.046 6.365 -4.037
N 15.924 8.797 -4.869
N 15.175 9.178 -7.731
N 16.486 9.982 -2.528
N 13.088 9.920 -5.101
C 19.218 8.043 -6.501
C 17.186 12.224 -6.160
C 17.668 9.925 -1.736
C 17.327 4.840 -2.578
C 15.030 7.462 -9.521
C 14.210 8.225 -10.254
C 13.798 9.434 -9.702
C 17.760 10.532 -0.487
C 15.524 5.231 -4.640
C 15.619 11.543 -0.918
C 15.545 10.873 -2.133
C 10.917 10.189 -4.170
C 22.090 10.517 -8.786
C 16.763 3.733 -3.210
C 21.283 13.728 -6.235
C 16.862 13.697 -5.758
C 16.694 11.334 -0.034
C 14.307 9.890 -8.485
C 15.838 3.937 -4.293
C 13.156 11.268 -5.204
C 19.881 8.806 -5.289
C 11.960 9.395 -4.653
C 22.971 9.277 -8.354
C 20.846 13.984 -7.734
C 15.506 7.965 -8.318
C 16.932 6.105 -3.041
C 10.982 11.549 -4.357
C 12.127 12.130 -4.866
B 19.005 13.517 -6.519
B 20.989 9.219 -7.296
H 18.630 10.381 0.136
H 14.710 11.160 -2.754
H 10.145 12.171 -4.074
H 16.192 7.368 -7.736
H 16.583 8.714 -5.630
H 12.094 13.147 -5.226
H 17.970 4.727 -1.717
H 17.459 6.925 -2.575
H 16.380 9.313 -4.131
H 14.876 12.318 -0.805
H 14.971 5.240 -5.567
H 14.013 11.637 -5.748
H 17.041 2.763 -2.826
H 16.793 11.825 0.923
H 14.210 10.923 -8.187
H 15.027 9.247 -4.991
H 15.788 7.830 -4.611
H 15.359 3.131 -4.828
H 13.971 7.830 -11.230
H 11.853 8.321 -4.609
H 18.509 9.328 -2.058
H 15.383 6.463 -9.732
H 13.009 9.963 -10.217
H 10.009 9.693 -3.861
*
```

***

The following is a quantum chemistry calculation of a molecular structure, C5H8N2S at a distorted geometry, from the Open Molecules 2025 dataset.

The value obtained for the molar mass is 128.2 g mol⁻¹. The value obtained for the relative energy (zero: lowest compared OMol25 entry of this formula, charge and spin) is 3.312 eV. As for the HOMO energy: -8.65 eV. Its LUMO energy is 0.81 eV.

Structure (ORCA input):
```
! wB97M-V def2-TZVPD RIJCOSX def2/J DEFGRID3
* xyz 0 1
S 0.289 2.399 -2.307
N 0.688 1.655 -0.904
N 1.062 0.262 1.399
C -1.034 -0.982 0.747
C -0.348 1.145 -0.322
C -0.323 -1.845 -0.219
C 0.259 -2.494 -1.032
C -0.293 0.388 0.929
H -1.026 -1.500 1.742
H -0.887 0.910 1.641
H 1.724 -0.013 0.613
H -2.038 -0.832 0.406
H 0.782 -3.185 -1.653
H -1.399 1.408 -0.654
H 1.420 3.137 -2.508
H 1.124 -0.453 2.121
*
```

***

molar mass of number 1 (C3H2FO2Sm)? 239.4 g mol⁻¹